[1]
9
Properties=species:S:1:pos:R:3 method="wB97M-V/def2-TZVPD" e_above_lowest_ev=3.627 orbital_gap_ev=9.99 smiles="S[N+]#CN1C=C1" homo_energy_ev=-14.09 lumo_ev=-4.10 total_charge=+1
S -3.23925 0.01058 -0.07829
N -1.66706 -0.21467 0.26841
C -0.53269 0.08880 0.08384
N 0.63331 0.35393 -0.26536
C 1.97789 0.66618 0.20247
C 1.87846 -0.30188 -0.64867
H -3.67142 -0.87418 0.84879
H 2.42258 1.37176 0.86239
H 2.19818 -1.10050 -1.27357



[2]
27
Properties=species:S:1:pos:R:3 method="wB97M-V/def2-TZVPD" s_squared=0.759 orbital_gap_ev="6.81 / 4.56" homo_energy_ev="-15.10 / -15.06" multiplicity=2 lumo_ev="-8.30 / -10.50" total_charge=+2
C -1.17901 0.93308 -2.92876
C 0.18223 1.43244 -2.50315
Br 1.05517 2.48520 -3.73931
C 0.74415 1.15509 -1.31363
Br 2.38715 1.90994 -0.77875
Si -0.02434 0.13900 -0.02944
O -1.20051 -0.86298 -0.50624
Si -1.19223 -2.47181 -0.97800
Cl -0.00839 -2.64940 -2.58738
P 1.60062 -0.96501 1.19303
O 2.10321 0.20638 2.16766
O 0.83117 -1.99392 2.30665
S 2.88532 -1.87443 0.16596
P -0.92298 1.60148 1.53338
O -0.72304 0.88379 2.93299
O -0.05258 2.89903 1.71853
S -2.76430 1.76732 0.95872
H -1.90478 0.99470 -2.11979
H -1.54427 1.48502 -3.78790
H -1.09555 -0.10906 -3.23410
H -0.62244 -3.23953 0.14907
H -2.56326 -2.85688 -1.28599
H 3.02313 0.06369 2.45142
H -0.12431 -1.91389 2.41981
H 0.08003 1.16155 3.40641
H 0.19041 3.36275 0.89405
Cu 0.83941 -3.54354 3.49477



[3]
50
Properties=species:S:1:pos:R:3 method="wB97M-V/def2-TZVPD" e_above_lowest_ev=0.000 s_squared=0.757 orbital_gap_ev="7.61 / 7.79" homo_energy_ev="-7.94 / -7.97" multiplicity=2 lumo_ev="-0.33 / -0.18"
Ti -0.25365 1.24420 0.18300
C 1.19625 -1.64574 0.92348
N 0.97245 -0.22479 1.18017
C 1.48561 0.29235 2.25167
C 1.35228 1.68055 2.49900
C 1.69118 2.47630 3.58449
C 1.23859 3.77099 3.27612
C 0.63666 3.69485 2.02673
N 0.71135 2.43814 1.53753
C -0.03835 -2.34294 0.41909
C -0.35269 -2.31850 -0.93772
C -1.45642 -3.00693 -1.41706
C -2.25468 -3.73008 -0.54253
C -1.96305 -3.74174 0.81271
C -0.86234 -3.04584 1.29082
H 1.55301 -2.12832 1.83903
H 1.98881 -1.72241 0.17589
H 1.98791 -0.31850 3.00288
H 2.19232 2.14923 4.48162
H 1.32836 4.65577 3.88373
H 0.16549 4.48359 1.45980
H 0.27623 -1.76237 -1.62431
H -1.69268 -2.97646 -2.47268
H -3.10922 -4.27864 -0.91781
H -2.58591 -4.30099 1.49881
H -0.62834 -3.06648 2.34910
Te 0.39906 1.56320 -2.39700
C 2.31534 1.21857 -1.53181
C 2.94172 2.19046 -0.75594
C 4.14498 1.91321 -0.12014
C 4.75009 0.67583 -0.27752
C 4.15585 -0.28075 -1.09136
C 2.94414 -0.01369 -1.70992
H 2.48257 3.16204 -0.63205
H 4.60740 2.67188 0.49855
H 5.68982 0.46192 0.21486
H 4.63468 -1.24047 -1.24232
H 2.48610 -0.76620 -2.33993
Se -2.50339 1.46640 1.08871
C -3.21755 0.68941 -0.52143
C -3.76834 -0.58875 -0.49933
C -4.34301 -1.11548 -1.64380
C -4.34873 -0.38817 -2.82656
C -3.78542 0.87835 -2.85742
C -3.23212 1.42253 -1.70714
H -3.74765 -1.16390 0.41693
H -4.78202 -2.10459 -1.61398
H -4.79256 -0.80699 -3.72026
H -3.78422 1.45230 -3.77502
H -2.82590 2.42765 -1.71968



[4]
8
Properties=species:S:1:pos:R:3 method="wB97M-V/def2-TZVPD" e_above_lowest_ev=0.031 orbital_gap_ev=10.07 smiles=SS.N homo_energy_ev=-9.72 lumo_ev=0.34
S 4.92452 0.08975 -1.34350
S 3.00781 -0.03052 -2.12343
H 5.33206 -1.12576 -1.72603
H 2.40959 -0.46631 -1.00987
N -3.88684 0.47990 1.30669
H -3.00267 0.11227 1.62639
H -4.19269 1.19202 1.95778
H -4.59178 -0.25135 1.31197



[5]
95
Properties=species:S:1:pos:R:3 method="wB97M-V/def2-TZVPD" e_above_lowest_ev=8.788 s_squared=2.010 orbital_gap_ev="7.87 / 7.65" homo_energy_ev="-8.05 / -8.05" multiplicity=3 lumo_ev="-0.19 / -0.40"
C -0.35692 -2.95410 1.05681
C -1.06870 -2.58471 -0.40793
P -2.83882 -1.95914 -0.01762
C -3.01357 -0.34064 -1.07310
C -4.17606 -3.24572 -0.61000
O -3.54365 -4.58563 -0.63365
C -3.45155 -4.92709 0.81295
O -2.60926 -5.79389 1.38577
O -4.43429 -4.11699 1.58360
C -5.28686 -3.42516 0.58232
C -6.52956 -4.48001 0.40807
C -6.68454 -5.13345 -1.08739
O -6.76308 -6.49265 -1.13870
Br -6.80472 -4.14171 -2.82094
B -5.85586 -2.09833 1.37230
O -6.44753 -2.29864 2.72980
N -5.83716 -0.69835 0.78501
C -7.01017 -0.61723 -0.20434
C -6.04324 0.37833 1.83963
H 0.61960 -3.56440 0.77865
H -1.09129 -3.67927 1.62381
H -0.08740 -1.98014 1.65945
H -1.04445 -3.50074 -1.13655
H -0.45295 -1.68929 -0.89471
H -2.08340 0.34918 -0.89174
H -3.97672 0.27533 -0.82378
H -3.04526 -0.69814 -2.18846
H -4.50348 -2.74917 -1.62376
H -6.40653 -5.35823 1.20542
H -7.54917 -3.95058 0.68101
H -5.68227 -2.54426 3.34872
H -7.76785 -1.46006 0.12073
H -7.47798 0.46215 -0.03397
H -6.67575 -0.70841 -1.32434
H -5.84440 1.43617 1.32421
H -5.28889 0.18747 2.71663
H -7.15104 0.30286 2.21317
C 2.33152 3.35628 -4.43275
C 2.06630 2.43563 -3.20283
C 3.40336 1.90235 -2.60854
C 4.05849 0.81859 -3.45398
C 3.07829 -0.32201 -3.71247
C 1.74966 0.17080 -4.34282
N 1.13256 1.32218 -3.58641
O 0.58975 0.79892 -2.40065
C 2.02573 0.56351 -5.81930
C 0.76529 -1.03879 -4.47404
C 1.45850 3.41924 -2.14880
H 3.39848 3.56856 -4.56268
H 1.95386 2.96010 -5.37405
H 1.81344 4.32129 -4.34463
H 3.23020 1.49630 -1.60232
H 4.11405 2.73018 -2.47651
H 4.42440 1.24092 -4.39523
H 4.94154 0.42936 -2.93235
H 3.55666 -1.06136 -4.36671
H 2.88007 -0.84065 -2.76544
H 1.14620 1.03149 -6.27385
H 2.25938 -0.31902 -6.42238
H 2.88012 1.22657 -5.94012
H 0.56013 -1.52758 -3.51730
H 1.18157 -1.81356 -5.13095
H -0.18829 -0.72037 -4.91091
H 0.49418 3.82345 -2.49527
H 2.12882 4.27291 -1.98779
H 1.29808 2.96064 -1.16835
C 1.87374 2.95797 4.34249
C 2.20708 2.10499 3.08077
C 2.07871 0.58366 3.38796
C 3.21930 0.03261 4.23288
C 4.56439 0.35122 3.58651
C 4.74131 1.86593 3.30400
N 3.57104 2.46544 2.56261
O 3.64835 2.02067 1.23194
C 4.96928 2.59177 4.65738
C 6.09231 2.09143 2.54687
C 1.05142 2.46992 2.09123
H 1.47925 2.34366 5.15940
H 2.71781 3.52588 4.73066
H 1.12873 3.73680 4.12849
H 2.03957 0.01416 2.44909
H 1.12663 0.38102 3.89816
H 3.16811 0.43626 5.24907
H 3.11087 -1.05447 4.33227
H 5.36811 -0.00850 4.24085
H 4.65466 -0.22210 2.65468
H 4.97962 3.67876 4.52495
H 5.93615 2.31854 5.09057
H 4.23325 2.33599 5.41703
H 6.15425 1.53205 1.60899
H 6.94338 1.76198 3.15696
H 6.24315 3.15442 2.32584
H 1.09158 3.53470 1.81198
H 0.07453 2.29401 2.55892
H 1.06578 1.87989 1.16983



[6]
17
Properties=species:S:1:pos:R:3 method="wB97M-V/def2-TZVPD" e_above_lowest_ev=3.829 orbital_gap_ev=9.77 smiles="C=NSCOCOC" homo_energy_ev=-8.90 lumo_ev=0.87
C 2.46270 1.51376 0.29395
N 1.53970 0.86289 -0.24866
S 1.65477 -0.93067 -0.10261
C -0.05330 -1.18046 -0.37257
O -0.79930 -0.95177 0.76615
C -2.05648 -0.70610 0.24871
O -2.07010 0.43462 -0.53611
C -1.85894 1.68719 0.03794
H 2.51692 2.62960 -0.00514
H 3.29249 1.02788 0.97393
H -0.33441 -0.58037 -1.30911
H -0.01661 -2.29693 -0.53656
H -2.72528 -0.52413 1.11542
H -2.53554 -1.50579 -0.28660
H -0.74484 1.98998 0.10108
H -2.50645 1.85488 0.91927
H -2.20932 2.50619 -0.67847